ORCA calculation (ωB97M-V/def2-TZVPD) on an isolated molecule of C2H5NOS in a non-equilibrium geometry.

Geometry as XYZ:
```
10
C2H5NOS (ωB97M-V/def2-TZVPD)
S -2.59 -0.57 -0.10
O 0.27 -0.47 -0.14
N -1.61 0.79 -0.04
C -0.37 0.71 -0.18
C 1.70 -0.49 -0.01
H 2.20 0.45 -0.40
H 2.01 -1.36 -0.58
H 1.84 -0.61 1.04
H -3.62 -0.11 0.39
H 0.18 1.67 0.02
```

Values from the calculation:
Lowest unoccupied orbital energy (Ha): 0.0334
SMILES: CO/C=N\S
HOMO energy (eV): -8.43

---

ORCA calculation (ωB97M-V/def2-TZVPD) on a cluster of 2 separate species, C2H5NOS in total in a non-equilibrium geometry.

Geometry as XYZ:
```
10
C2H5NOS (ωB97M-V/def2-TZVPD)
S 1.25 -0.15 -0.70
O 2.34 -0.66 0.14
N -0.49 1.92 -0.20
C -0.83 -1.45 -0.25
C 0.48 1.19 0.20
H -0.70 -2.58 -0.29
H -0.96 -0.80 0.65
H 1.03 1.07 1.13
H -1.27 -1.22 -1.12
H -0.85 2.66 0.44
```

Values from the calculation:
Lowest unoccupied orbital energy (spin up / spin down) (Ha): -0.0317 / -0.0248
HOMO energy (spin up / spin down) (eV): -8.72 / -8.71

---

ΔE to the lowest compared entry with this formula, charge and spin values, unit kJ/mol, following the record order: 214.7; 433.4.
Calculated total energy values, unit eV, following the record order: -16526.157; -16523.889.